No. 1
Here is C20H23NO4 in the gas phase from the OMol25 dataset. Energies are from wB97M-V/def2-TZVPD.

The geometry in XYZ format:
```
48
Properties=species:S:1:pos:R:3:forces:R:3
C 1.318 0.884 -4.287 -0.15 0.00 -0.17
C 0.545 0.187 -5.400 -0.05 -0.29 0.32
C 0.113 -1.241 -5.052 0.24 0.25 -0.50
O -0.906 -1.268 -4.070 -0.18 0.02 0.16
C -0.617 -1.305 -2.746 -0.09 -0.02 0.41
C 0.616 -1.609 -2.177 -0.03 -0.04 -0.44
C 0.767 -1.605 -0.802 -0.20 0.05 0.19
C -0.294 -1.310 0.038 0.17 -0.05 0.02
C -1.534 -1.032 -0.531 0.16 -0.08 -0.03
C -1.696 -1.035 -1.898 0.08 0.01 -0.24
H -2.653 -0.819 -2.345 -0.12 0.03 -0.06
H -2.379 -0.805 0.103 -0.15 0.01 0.07
C -0.091 -1.170 1.524 -0.05 -0.03 0.13
N -0.208 0.256 1.815 -0.04 0.04 -0.12
C 0.405 0.866 2.837 -0.43 0.28 -0.36
O 0.962 0.253 3.735 0.33 -0.20 0.44
C 0.341 2.387 2.791 0.12 -0.07 0.07
C 0.309 2.885 1.374 -0.05 0.26 -0.02
C 1.429 2.728 0.562 -0.05 0.08 0.01
C 1.390 3.098 -0.769 0.09 -0.03 0.01
C 0.232 3.635 -1.308 -0.08 0.05 -0.06
C -0.883 3.806 -0.506 -0.04 0.02 -0.15
C -0.846 3.430 0.826 0.08 -0.03 0.13
H -1.723 3.561 1.445 -0.08 0.01 0.08
H -1.786 4.230 -0.919 -0.07 0.04 -0.04
H 0.201 3.921 -2.348 0.00 0.03 -0.10
H 2.264 2.965 -1.390 0.08 -0.01 -0.06
H 2.331 2.306 0.981 0.12 -0.07 0.04
H 1.214 2.765 3.327 -0.07 -0.07 0.02
H -0.550 2.706 3.337 0.05 -0.01 0.03
H -0.660 0.820 1.110 0.20 0.02 0.03
H 0.936 -1.468 1.775 -0.17 0.08 -0.08
C -1.079 -2.003 2.367 0.16 -0.24 0.15
H -1.697 -2.632 1.727 0.06 0.01 0.13
C -0.384 -2.923 3.375 -0.51 0.13 -0.47
O -0.676 -4.085 3.466 0.04 -0.16 0.08
O 0.542 -2.373 4.141 0.47 0.27 0.41
H 0.693 -1.398 4.003 -0.19 -0.31 -0.13
H -1.737 -1.335 2.930 0.01 -0.01 -0.03
H 1.735 -1.832 -0.380 0.11 -0.01 0.06
H 1.473 -1.841 -2.788 0.05 0.00 -0.08
H -0.344 -1.702 -5.933 0.12 -0.01 0.14
H 0.976 -1.847 -4.759 -0.07 -0.03 -0.01
H 1.162 0.139 -6.300 -0.04 -0.01 -0.08
H -0.352 0.764 -5.635 -0.01 -0.03 -0.11
H 2.226 0.336 -4.045 0.11 -0.03 0.08
H 0.714 0.969 -3.386 0.02 0.04 0.09
H 1.600 1.886 -4.604 0.07 0.12 0.03
```
Positions in Å, forces in eV/Å.

Summary:
SMILES string = CCCOc1ccc([C@H](CC(=O)O)NC(=O)Cc2ccccc2)cc1
spin multiplicity = 1
relative energy (zero: lowest compared OMol25 entry of this formula, charge and spin) = 13.81 kcal/mol
frontier orbital gap = 9.28 eV
HOMO = -8.75 eV
E = -30794.585 eV



No. 2
Here is an isolated ion of composition C9H15N2 and charge +1 from the OMol25 dataset. Energies are from wB97M-V/def2-TZVPD.

The geometry in XYZ format:
```
26
Properties=species:S:1:pos:R:3:forces:R:3
C 0.531 -1.770 -1.278 -1.53 -0.57 -1.25
C 0.456 -0.818 -0.300 0.98 -1.38 -0.17
C -0.940 -0.442 -0.317 -1.33 3.13 0.82
C 2.550 -1.432 0.871 -0.68 -0.58 -2.46
C 2.110 0.687 -0.484 -0.02 -0.27 -2.29
C -1.299 2.126 0.173 0.31 -0.30 -3.12
C -3.111 0.260 0.533 0.79 1.15 -3.80
C 1.558 -0.349 0.484 0.40 0.66 -0.36
C -1.597 0.608 0.516 -1.37 -0.44 -0.58
N -0.687 -1.749 -1.963 0.82 0.03 0.42
N -1.559 -1.037 -1.328 -0.54 -0.53 -0.46
H 1.297 -2.374 -1.684 0.80 -0.40 -0.04
H 3.419 -1.568 0.114 -1.92 -0.31 0.90
H 1.790 -2.231 1.027 1.84 -0.58 0.18
H 3.031 -1.140 1.737 0.80 0.28 2.05
H 2.534 0.108 -1.338 -0.06 0.54 0.51
H 2.900 1.224 -0.025 0.63 0.84 0.44
H 1.341 1.335 -0.956 0.61 -0.07 0.59
H -1.756 2.309 -0.879 0.74 -0.39 1.53
H -0.187 2.372 0.025 -1.76 -0.26 0.82
H -1.875 2.821 0.792 0.56 -0.42 0.40
H -3.506 0.335 -0.563 0.46 0.05 2.01
H -3.672 0.870 1.168 -0.75 1.24 0.91
H -3.261 -0.725 0.825 -0.18 -1.91 0.59
H 1.200 0.160 1.338 -0.42 0.58 1.14
H -1.266 0.422 1.508 0.84 -0.07 1.21
```
Positions in Å, forces in eV/Å.

Summary:
SMILES string = CC(C)C1=CN=[N+]=C1C(C)C
spin multiplicity = 1
relative energy (zero: lowest compared OMol25 entry of this formula, charge and spin) = 135.10 kcal/mol
frontier orbital gap (alpha / beta) = 6.63 / 6.74 eV
HOMO (alpha / beta) = -15.03 / -14.99 eV
E = -12544.028 eV
charge = +1



No. 3
Here is a 2-piece molecular cluster, C4H4 overall from the OMol25 dataset. Energies are from wB97M-V/def2-TZVPD.

The geometry in XYZ format:
```
8
Properties=species:S:1:pos:R:3:forces:R:3
C 1.687 0.257 -0.578 -0.18 0.12 1.29
C 1.352 0.294 0.556 -0.01 -0.10 2.36
C -1.349 -0.228 0.029 -1.31 -0.20 -0.22
C -1.853 0.958 -0.102 0.56 -1.14 0.13
H 1.931 0.146 -1.546 0.71 -0.09 -2.69
H -0.489 -0.870 0.213 -0.57 0.48 -0.19
H -2.342 -0.764 -0.172 0.54 0.58 0.15
H 1.064 0.207 1.600 0.25 0.35 -0.82
```
Positions in Å, forces in eV/Å.

Summary:
spin multiplicity = 1
relative energy (zero: lowest compared OMol25 entry of this formula, charge and spin) = 94.86 kcal/mol
frontier orbital gap = 10.92 eV
HOMO = -10.69 eV
E = -4206.045 eV



No. 4
Here is C8H6Cl4O as an isolated structure from the OMol25 dataset. Energies are from wB97M-V/def2-TZVPD.

The geometry in XYZ format:
```
19
Properties=species:S:1:pos:R:3:forces:R:3
C 2.789 0.098 -0.678 -2.20 -0.53 0.10
C 2.225 1.074 0.120 3.10 1.15 1.00
C 2.082 -1.034 -1.025 -0.77 1.57 2.06
C 0.982 0.945 0.604 -0.71 -1.57 -1.19
C 0.794 -1.232 -0.504 1.98 1.69 -1.39
C 0.276 -0.160 0.150 -5.39 -1.13 1.94
C -1.569 -0.388 0.619 2.72 -0.74 0.03
C -2.558 0.405 -0.275 0.08 -0.95 -0.18
O -1.748 -0.007 1.932 0.05 0.46 -0.71
Cl -2.012 -2.205 0.467 0.53 1.10 0.09
Cl -4.206 0.189 0.423 0.08 0.72 0.19
Cl -2.740 -0.222 -1.916 0.71 0.41 -0.06
Cl -1.952 2.054 -0.206 -0.65 0.37 -0.37
H 3.716 0.268 -1.029 3.13 0.29 -1.18
H 2.890 1.896 0.568 -1.05 -1.14 -1.09
H 2.468 -1.802 -1.585 1.23 -1.53 -1.41
H 0.728 1.677 1.276 -1.65 1.29 1.44
H 0.384 -2.114 -0.887 -1.57 -0.95 0.22
H -2.548 0.559 1.945 0.38 -0.48 0.49
```
Positions in Å, forces in eV/Å.

Summary:
spin multiplicity = 1
relative energy (zero: lowest compared OMol25 entry of this formula, charge and spin) = 0.00 kcal/mol
frontier orbital gap = 10.05 eV
HOMO = -9.63 eV
E = -60528.257 eV



No. 5
Here is C6H15AgBrO4P as an isolated structure from the OMol25 dataset. Energies are from wB97M-V/def2-TZVPD.

The geometry in XYZ format:
```
28
Properties=species:S:1:pos:R:3:forces:R:3
Ag 4.514 -1.813 4.096 -0.49 -0.14 -0.12
Br 1.877 -2.549 3.489 0.49 0.07 0.14
C -2.416 -0.784 1.922 -1.22 -0.61 -0.43
C -2.445 -1.326 0.487 0.32 0.77 1.23
O -1.077 -1.252 0.097 2.06 1.13 -1.35
P -0.466 0.127 -0.548 -2.90 -0.79 -2.00
O -1.330 1.334 -0.383 1.37 -1.47 0.20
O 1.032 0.220 -0.059 -0.24 -0.63 -0.42
C 1.321 0.429 1.322 -0.17 1.89 -0.28
C 1.003 1.924 1.731 0.16 -1.39 1.37
O -0.360 -0.380 -2.111 0.48 -0.04 2.57
C 0.059 0.543 -3.078 1.79 1.43 -1.57
C 1.257 0.048 -3.984 -1.60 -1.30 -0.19
H -2.384 0.305 1.868 0.01 -0.08 0.35
H -3.302 -1.163 2.432 -0.21 0.51 0.23
H -1.573 -1.204 2.471 0.17 0.10 -0.17
H -2.774 -2.364 0.454 0.26 0.03 -0.20
H -3.049 -0.708 -0.177 -0.13 -0.10 0.10
H 0.766 -0.299 1.913 -0.14 0.20 0.14
H 2.383 0.194 1.390 0.07 0.18 0.14
H 1.202 2.724 1.019 -0.01 -0.55 -0.26
H -0.005 1.996 2.139 -0.26 0.03 -0.68
H 1.577 2.125 2.635 0.48 0.12 0.00
H -0.819 0.870 -3.635 0.10 -0.46 -0.47
H 0.418 1.487 -2.667 -0.04 0.01 0.66
H 0.988 -0.902 -4.447 -0.43 -0.26 0.04
H 1.410 0.656 -4.875 0.12 0.58 0.46
H 2.193 -0.238 -3.504 -0.06 0.79 0.48
```
Positions in Å, forces in eV/Å.

Summary:
spin multiplicity = 2
relative energy (zero: lowest compared OMol25 entry of this formula, charge and spin) = 65.43 kcal/mol
frontier orbital gap (alpha / beta) = 5.74 / 3.43 eV
HOMO (alpha / beta) = -12.51 / -12.51 eV
E = -97978.283 eV
charge = +1



No. 6
Here is C7H12 in the gas phase from the OMol25 dataset. Energies are from wB97M-V/def2-TZVPD.

The geometry in XYZ format:
```
19
Properties=species:S:1:pos:R:3:forces:R:3
C -2.836 0.747 0.456 -0.10 0.05 0.04
C -2.069 0.033 -0.673 0.02 -0.02 -0.06
C -0.597 -0.022 -0.292 -0.02 0.04 0.07
C 0.389 -0.715 -1.243 -0.01 -0.01 -0.02
C 1.698 -0.579 -0.587 0.35 0.14 0.40
C 2.564 -0.300 0.205 -0.36 -0.14 -0.38
C 3.513 0.092 1.245 0.08 0.02 0.07
H -3.395 0.044 1.081 0.07 0.08 -0.09
H -2.131 1.268 1.117 -0.18 -0.04 -0.14
H -3.540 1.494 0.080 0.03 -0.14 0.03
H -2.465 -0.979 -0.830 0.06 0.15 0.02
H -2.191 0.565 -1.625 0.03 -0.05 0.14
H -0.504 -0.507 0.689 -0.02 0.05 -0.11
H -0.241 1.006 -0.150 -0.04 -0.13 0.00
H 0.126 -1.770 -1.393 0.06 0.15 0.05
H 0.385 -0.241 -2.233 0.02 -0.06 0.16
H 2.963 0.553 2.073 0.13 -0.07 -0.11
H 4.239 0.824 0.880 -0.07 -0.13 0.01
H 4.058 -0.769 1.646 -0.04 0.10 -0.09
```
Positions in Å, forces in eV/Å.

Summary:
SMILES string = CC#CCCCC
spin multiplicity = 1
relative energy (zero: lowest compared OMol25 entry of this formula, charge and spin) = 35.94 kcal/mol
frontier orbital gap = 10.35 eV
HOMO = -9.28 eV
E = -7451.873 eV



No. 7
Here is a 2-piece molecular cluster, C4H15NSi2 overall from the OMol25 dataset. Energies are from wB97M-V/def2-TZVPD.

The geometry in XYZ format:
```
22
Properties=species:S:1:pos:R:3:forces:R:3
C 0.730 0.607 -1.305 -1.28 -0.63 0.23
C 1.069 1.216 1.238 -1.46 -1.10 -1.21
C 2.574 -0.438 0.097 -1.25 -1.44 4.59
C 1.121 0.144 0.121 -0.02 -0.82 -1.10
N -0.305 -2.392 -0.720 -2.31 -2.23 0.70
Si -3.388 0.277 -0.341 0.09 3.62 1.05
Si -0.134 -1.331 0.468 0.99 1.64 -0.10
H 0.185 -0.112 -1.954 0.55 -0.02 0.71
H 0.112 1.467 -1.329 -0.95 1.00 0.48
H 1.548 0.924 -1.856 2.05 0.40 -1.01
H 1.179 0.708 2.156 0.10 -0.59 1.35
H 0.116 1.746 1.280 0.02 0.04 -0.16
H 1.864 1.901 1.197 1.08 1.08 -0.43
H 3.401 0.272 0.199 -0.36 0.15 -0.24
H 2.526 -1.057 1.146 0.92 1.41 -1.91
H 2.814 -1.243 -0.541 -0.10 -0.48 -1.39
H -1.048 -3.199 -0.607 2.07 2.13 -0.26
H -3.797 -1.013 -0.628 -0.69 -1.83 -0.45
H -3.105 0.497 1.117 0.25 -0.51 -0.27
H -4.498 1.385 -0.412 0.82 -1.12 -0.52
H -0.807 -1.031 1.784 0.00 -0.53 -0.25
H -2.157 0.673 -1.111 -0.54 -0.18 0.17
```
Positions in Å, forces in eV/Å.

Summary:
SMILES string = [H]/N=[SiH]/C(C)(C)C.[SiH4]
spin multiplicity = 1
relative energy (zero: lowest compared OMol25 entry of this formula, charge and spin) = 104.52 kcal/mol
frontier orbital gap = 9.97 eV
HOMO = -9.70 eV
E = -21633.464 eV



No. 8
Here is a 2-piece molecular cluster, C3H11N3 overall from the OMol25 dataset. Energies are from wB97M-V/def2-TZVPD.

The geometry in XYZ format:
```
17
Properties=species:S:1:pos:R:3:forces:R:3
C -2.138 -0.895 0.906 0.00 -0.50 -0.84
C -0.300 -0.888 2.358 0.25 1.72 -2.27
N -0.858 -0.317 1.355 0.30 -0.48 1.05
H -2.589 -0.253 0.135 0.03 0.18 0.58
H -1.866 -1.794 0.274 -0.49 0.50 1.08
H -2.911 -1.101 1.707 1.05 -0.01 -0.77
H 0.724 -0.628 2.660 -0.55 0.18 -0.04
H -0.783 -1.695 2.801 -0.71 -1.59 1.27
N 0.083 1.176 -1.704 0.21 -1.19 -0.17
C 1.166 0.537 -0.929 -0.38 0.39 -0.42
N 2.450 0.416 -1.578 0.74 1.16 -2.38
H 0.376 2.105 -1.923 -0.19 0.72 -0.07
H -0.784 1.181 -1.163 0.43 0.19 -0.13
H 0.825 -0.419 -0.579 -0.15 -0.53 -0.16
H 1.328 1.117 -0.056 0.40 0.46 1.16
H 2.920 1.367 -1.674 -0.89 -1.60 0.29
H 2.357 0.091 -2.590 -0.06 0.38 1.83
```
Positions in Å, forces in eV/Å.

Summary:
SMILES string = C=NC.NCN
spin multiplicity = 1
relative energy (zero: lowest compared OMol25 entry of this formula, charge and spin) = 45.48 kcal/mol
frontier orbital gap = 10.00 eV
HOMO = -8.98 eV
E = -7758.112 eV